Record 1
{
  "formula": "C21H48ClF2N2O9PSi2",
  "method": "wB97M-V/def2-TZVPD",
  "species": ["Cl", "P", "Si", "Si", "F", "F", "O", "O", "O", "O", "O", "O", "O", "O", "O", "N", "N", "C", "C", "C", "C", "C", "C", "C", "C", "C", "C", "C", "C", "C", "C", "C", "C", "C", "C", "C", "C", "C", "H", "H", "H", "H", "H", "H", "H", "H", "H", "H", "H", "H", "H", "H", "H", "H", "H", "H", "H", "H", "H", "H", "H", "H", "H", "H", "H", "H", "H", "H", "H", "H", "H", "H", "H", "H", "H", "H", "H", "H", "H", "H", "H", "H", "H", "H", "H", "H"],
  "xyz": [[-5.490, 5.021, -0.993], [-6.797, 5.045, 0.589], [-6.321, 2.950, 1.367], [-3.993, 1.070, 1.273], [-5.338, 0.465, -0.981], [-9.732, 0.879, 1.235], [4.078, -1.357, -3.079], [0.941, 1.380, -4.973], [5.273, -3.290, 3.836], [-4.582, 0.451, 3.882], [-1.710, -0.598, 2.809], [-9.236, 2.858, 2.063], [-4.789, 2.505, 0.990], [2.063, -0.523, 1.995], [-5.872, 5.947, 1.640], [3.475, -0.290, -5.771], [4.668, -2.095, 1.188], [-3.007, 0.601, -1.407], [3.488, -2.625, -3.275], [-4.824, -0.019, 2.561], [-8.909, 1.959, 1.379], [2.281, -1.177, 3.233], [-2.264, 1.582, 1.738], [-1.279, 0.496, 2.090], [-1.291, -0.786, 1.322], [2.078, 1.851, -5.670], [4.568, 0.138, -4.912], [-5.715, 0.740, 4.676], [5.735, -1.682, 2.087], [-4.069, 0.169, -0.413], [3.978, -1.003, 0.513], [5.058, -1.000, -4.045], [4.734, -4.567, 3.571], [3.215, 0.004, 1.362], [1.188, 0.811, -3.704], [-7.642, 1.838, 0.590], [6.248, -2.849, 2.900], [2.798, 0.784, -6.487], [6.548, -3.672, 2.244], [5.951, -0.673, -3.506], [2.847, 0.780, 0.685], [2.840, -2.653, -4.159], [-7.849, 2.223, -0.418], [1.372, -1.065, 3.824], [5.395, 0.488, -5.539], [-6.175, 5.804, 2.546], [2.884, -2.838, -2.394], [0.295, 0.964, -3.098], [7.127, -2.526, 3.465], [1.708, 2.603, -6.370], [1.380, -0.265, -3.758], [5.524, -5.316, 3.451], [3.531, 1.284, -7.129], [-2.373, 2.202, 2.638], [-3.207, 1.630, -1.720], [4.247, -3.406, -3.376], [-5.894, -0.190, 2.381], [3.994, -2.640, 1.710], [5.423, -0.900, 2.794], [3.268, -1.446, -0.189], [-6.629, 0.311, 4.253], [-5.848, 1.821, 4.791], [4.707, -0.456, -0.093], [-3.002, -0.043, -2.290], [4.108, -4.580, 2.672], [-6.540, 3.025, 2.828], [5.328, -1.867, -4.655], [-0.378, -1.361, 1.422], [-4.062, -0.922, -0.297], [-4.347, -1.008, 2.460], [2.468, -2.248, 3.108], [4.289, 0.963, -4.242], [3.117, -0.733, 3.779], [2.755, 2.366, -4.976], [2.037, 1.292, -3.207], [3.854, 0.505, 2.099], [2.795, -0.790, -5.212], [2.060, 0.324, -7.149], [-1.823, 2.204, 0.953], [-2.217, -1.279, 1.052], [6.560, -1.277, 1.492], [-7.342, 0.801, 0.453], [-0.285, 0.839, 2.359], [-2.012, 0.574, -0.956], [4.121, -4.841, 4.428], [-5.560, 0.306, 5.667]],
  "homo_energy_ha": -0.3138,
  "spin_multiplicity": 1,
  "homo_lumo_gap_ev": 9.06,
  "largest_force_ev_per_a": 3.5,
  "energy_ev": -86963.6455,
  "lumo_ev": 0.5
}

***

Record 2
{
  "formula": "C23H39AuIN2O2SbSi3",
  "method": "wB97M-V/def2-TZVPD",
  "species": ["Au", "I", "Sb", "Si", "Si", "Si", "O", "O", "N", "N", "C", "C", "C", "C", "C", "C", "C", "C", "C", "C", "C", "C", "C", "C", "C", "C", "C", "C", "C", "C", "C", "C", "C", "H", "H", "H", "H", "H", "H", "H", "H", "H", "H", "H", "H", "H", "H", "H", "H", "H", "H", "H", "H", "H", "H", "H", "H", "H", "H", "H", "H", "H", "H", "H", "H", "H", "H", "H", "H", "H", "H", "H"],
  "xyz": [[-0.862, -0.643, 0.781], [-0.484, -2.047, 2.994], [0.404, 2.804, 0.185], [3.293, 3.843, -1.743], [3.972, 2.913, 1.244], [-2.737, 1.638, 0.042], [-0.095, -3.143, -1.856], [-1.828, -2.479, -0.594], [1.960, 0.518, -0.439], [-0.889, 2.435, -2.430], [-0.924, 1.217, -1.856], [4.009, 1.351, 2.339], [-0.954, 1.185, -0.396], [-3.225, 3.437, -0.465], [5.841, 3.257, 0.892], [-0.928, 2.528, -3.747], [-0.930, 0.063, -2.654], [-3.893, 0.466, -0.933], [4.979, 3.741, -2.682], [1.966, -0.770, -0.731], [-3.305, 1.571, 1.873], [3.434, 4.429, 2.281], [-1.153, -3.285, -1.252], [2.935, 2.672, -0.312], [3.163, 5.675, -1.192], [-0.944, 1.445, -4.602], [4.157, 0.695, -1.300], [3.024, 1.260, -0.712], [4.168, -0.653, -1.600], [2.026, 3.599, -3.140], [-0.920, 0.177, -4.024], [0.367, 2.122, 2.261], [3.045, -1.414, -1.311], [-3.532, -0.551, -0.830], [3.546, 5.350, 1.722], [-2.662, 4.157, 0.125], [-2.975, 3.605, -1.506], [6.286, 2.430, 0.346], [2.998, -2.473, -1.513], [0.862, 2.799, 2.951], [1.072, 4.016, -2.839], [5.023, 1.313, -1.478], [3.011, 1.050, 2.629], [1.058, -1.308, -0.486], [-0.934, 3.543, -4.138], [4.024, 5.990, -0.611], [5.830, 3.713, -2.010], [4.444, 0.519, 1.792], [5.973, 4.157, 0.299], [-4.286, 3.642, -0.330], [5.106, 4.598, -3.338], [-0.681, 2.049, 2.526], [-0.951, 1.583, -5.674], [2.274, 5.818, -0.588], [-1.637, -4.335, -1.323], [-4.920, 0.499, -0.577], [-2.909, 0.705, 2.387], [1.869, 2.539, -3.315], [-4.388, 1.502, 1.909], [-0.887, -0.711, -4.643], [-0.897, -0.901, -2.178], [3.090, 6.329, -2.056], [2.395, 4.348, 2.573], [2.324, 4.054, -4.082], [-3.893, 0.704, -1.992], [6.400, 3.380, 1.817], [-3.015, 2.456, 2.431], [4.035, 4.515, 3.182], [5.016, 2.850, -3.301], [5.050, -1.110, -2.038], [0.811, 1.137, 2.337], [4.591, 1.490, 3.247]],
  "homo_energy_ha": -0.0511,
  "spin_multiplicity": 1,
  "homo_lumo_gap_ev": 5.74,
  "total_charge": -2,
  "largest_force_ev_per_a": 2.0,
  "energy_ev": -73527.1801,
  "lumo_ev": 4.3
}

***

Record 3
{
  "formula": "C27H77N7O9",
  "method": "wB97M-V/def2-TZVPD",
  "species": ["O", "O", "O", "O", "O", "O", "O", "O", "O", "N", "N", "N", "N", "N", "N", "N", "C", "C", "C", "C", "C", "C", "C", "C", "C", "C", "C", "C", "C", "C", "C", "C", "C", "C", "C", "C", "C", "C", "C", "C", "C", "C", "C", "H", "H", "H", "H", "H", "H", "H", "H", "H", "H", "H", "H", "H", "H", "H", "H", "H", "H", "H", "H", "H", "H", "H", "H", "H", "H", "H", "H", "H", "H", "H", "H", "H", "H", "H", "H", "H", "H", "H", "H", "H", "H", "H", "H", "H", "H", "H", "H", "H", "H", "H", "H", "H", "H", "H", "H", "H", "H", "H", "H", "H", "H", "H", "H", "H", "H", "H", "H", "H", "H", "H", "H", "H", "H", "H", "H", "H"],
  "xyz": [[3.792, 4.311, -0.050], [-1.611, 5.223, 1.857], [-2.667, -0.825, -1.827], [0.972, 1.595, 3.724], [6.021, -3.212, 0.558], [1.075, 0.835, 1.052], [-2.733, -2.372, 3.309], [-4.203, -5.566, -3.889], [1.733, -2.577, -1.803], [-1.582, -3.615, -2.181], [-1.018, -4.080, 6.128], [4.904, 5.355, -2.512], [0.967, -1.334, 0.445], [3.670, -0.546, -2.303], [-0.531, 3.360, -0.429], [0.005, 0.003, -0.739], [-0.089, 2.509, 3.460], [5.174, -0.950, 0.671], [1.837, -2.043, -3.173], [2.942, -0.221, -4.596], [-2.279, 5.763, 2.971], [2.850, 3.245, 0.297], [-2.394, 4.374, 1.002], [2.524, -0.607, -3.172], [-2.539, -4.686, -2.387], [0.173, -2.596, 4.650], [-3.099, -4.636, -3.821], [-1.189, -3.073, 5.196], [-3.832, -0.727, -1.027], [-3.229, -1.078, 0.428], [3.240, 5.463, -0.684], [-2.530, 3.546, -1.461], [-1.293, 1.700, 3.779], [-4.827, -5.735, -5.186], [1.676, -3.985, -1.643], [-1.708, 4.131, -0.423], [3.920, 7.593, -2.019], [-3.450, -4.477, -1.203], [-2.281, -3.524, 4.112], [0.714, -0.075, 0.303], [-3.378, -1.268, 4.052], [4.371, 6.215, -1.480], [4.794, -2.474, 0.475], [4.257, -0.360, 0.679], [-3.069, -4.384, -0.186], [-2.334, -1.699, 0.427], [0.763, -2.070, 5.400], [5.658, -4.053, 0.845], [-3.781, -1.597, 5.010], [5.385, 4.535, -2.171], [-0.035, -4.231, 6.302], [-4.253, -3.747, -1.300], [1.596, -4.273, -0.595], [1.739, 0.088, -2.876], [-5.363, -4.869, -5.574], [-4.238, 0.281, -0.938], [3.743, -0.895, -4.901], [-2.009, -5.637, -2.428], [-0.451, 0.869, -0.990], [0.040, -1.841, 3.875], [5.064, 6.480, -0.682], [-3.389, 4.814, 0.939], [3.247, 0.777, -4.909], [5.695, -0.595, -0.218], [0.789, -2.017, -0.278], [3.493, 7.538, -3.021], [3.472, -0.760, -1.337], [1.420, -1.511, 1.330], [2.641, -4.383, -1.957], [-4.329, -0.960, 3.618], [4.177, 5.154, -3.183], [-1.968, 3.679, -2.385], [-3.359, 5.622, 2.925], [-3.929, -1.678, 1.010], [4.367, -1.149, -2.719], [2.359, -2.752, -3.816], [-4.181, -5.993, -6.025], [-3.441, 4.144, -1.481], [0.871, -1.938, -3.668], [2.246, 2.887, -0.537], [-1.411, 1.071, 2.897], [-1.863, -2.762, -2.643], [0.837, -4.254, -2.284], [-1.385, -3.455, -1.204], [-2.642, -0.477, 4.197], [0.945, 1.102, 2.901], [-4.631, -1.371, -1.393], [-1.900, -4.266, 3.411], [4.796, 8.234, -2.125], [-3.034, -0.251, 1.111], [4.353, -2.566, -0.518], [-2.426, -4.972, -4.609], [2.093, -0.368, -5.264], [-1.572, -2.210, 5.740], [2.122, 3.612, 1.021], [-3.647, -3.706, -3.969], [-4.051, -5.386, -1.187], [-0.200, 2.801, 2.416], [-5.490, -6.596, -5.103], [-2.512, 3.365, 1.397], [0.144, 3.856, -0.994], [4.086, -2.625, 1.290], [-0.204, 3.457, 0.522], [-1.219, -3.709, 7.046], [-1.293, 5.003, -0.929], [2.767, 5.988, 0.146], [-3.196, -3.901, 4.571], [-1.089, 1.143, 4.693], [-0.438, -0.883, -0.937], [-2.648, 2.464, -1.410], [3.406, 2.417, 0.736], [5.857, -0.843, 1.514], [-2.133, 2.351, 4.021], [-1.909, 6.773, 3.144], [0.700, -3.395, 4.129], [-0.126, 3.328, 4.179], [-2.666, 0.067, -2.183], [-1.888, 5.168, 3.796], [2.440, 5.212, -1.380], [3.242, 8.173, -1.393]],
  "homo_energy_ha": -0.3210,
  "spin_multiplicity": 1,
  "smiles": "COC[C@H](C)N.COC[C@H](C)N.COC[C@H](C)N.COC[C@H](C)N.COC[C@H](C)N.NC(N)=O.CCO.CCO.CCO",
  "homo_lumo_gap_ev": 9.12,
  "largest_force_ev_per_a": 7.0,
  "energy_ev": -58098.0064,
  "lumo_ev": 0.4,
  "relative_energy_kcal_mol": 17.2
}